Entry 1:
This record from OMol25 describes C12H10Cl5N2Rh as an isolated structure. The level of theory is ωB97M-V with the def2-TZVPD basis set.

Results
charge = +2
ΔE to the lowest compared entry with this formula, charge and spin = 0.0 kJ/mol
HOMO energy = -15.2 eV
orbital gap = 6.580 eV

Geometry as XYZ:
```
30
C12H10Cl5N2Rh | OMol25 | ωB97M-V with the def2-TZVPD basis set
Rh -0.348 -0.401 0.117
C 0.661 -1.182 2.167
C -0.708 -1.084 2.374
C -1.379 0.125 2.039
C -0.655 1.247 1.600
C 0.749 1.150 1.402
C 1.390 -0.065 1.648
H 1.188 -2.104 2.372
H -1.258 -1.933 2.758
H -2.456 0.180 2.119
H -1.179 2.159 1.353
H 1.302 1.992 1.010
H 2.446 -0.164 1.441
Cl 2.175 0.415 -1.827
C 0.698 1.267 -2.128
C -0.447 0.988 -1.382
C -1.622 1.672 -1.677
Cl -3.092 1.327 -0.800
C -1.666 2.639 -2.687
Cl -3.120 3.463 -3.021
C -0.508 2.920 -3.415
Cl -0.547 4.096 -4.642
C 0.679 2.229 -3.142
Cl 2.084 2.568 -4.044
N -0.302 -1.694 -1.497
N -1.627 -1.482 -1.024
H -0.131 -1.241 -2.396
H -0.010 -2.671 -1.498
H -2.063 -2.322 -0.649
H -2.239 -0.980 -1.670
```

natural (NBO) population analysis, charges in e, atoms 1 to 8: number 1, Rh, carries 0.690; number 2, C, carries -0.178; number 3, C, carries -0.201; number 4, C, carries -0.176; number 5, C, carries -0.184; number 6, C, carries -0.116; number 7, C, carries -0.191; number 8, H, carries 0.284

Entry 2:
This record from OMol25 describes C12H10ClF5Pd as an isolated structure. The level of theory is ωB97M-V with the def2-TZVPD basis set.

Results
charge = 0
multiplicity = 5
ΔE to the lowest compared entry with this formula, charge and spin = 0.0 kJ/mol
HOMO energy (alpha / beta) = -8.0 / -7.9 eV
orbital gap (alpha / beta) = 8.432 / 4.665 eV

Geometry as XYZ:
```
29
C12H10ClF5Pd | OMol25 | ωB97M-V with the def2-TZVPD basis set
C -2.628 -1.324 -0.281
C -1.770 -1.459 -1.448
C -1.489 -0.173 -1.947
H -1.382 -2.403 -1.827
C -2.055 0.811 -1.106
C -2.791 0.150 -0.046
H -3.545 0.583 0.619
H -3.295 -2.080 0.154
H -0.983 0.025 -2.895
H -2.014 1.892 -1.256
Pd -1.533 -0.749 1.335
Cl 0.068 -2.389 1.038
C 2.701 -0.163 -0.185
C 2.324 1.081 -0.773
C 1.789 0.805 -2.069
H 2.375 2.061 -0.305
C 1.905 -0.600 -2.296
C 2.451 -1.202 -1.133
H 2.592 -2.265 -0.964
H 3.044 -0.308 0.834
H 1.450 1.540 -2.786
H 1.670 -1.114 -3.232
F -1.587 1.012 3.604
C -0.745 0.876 2.535
F -0.899 1.997 1.747
C 0.735 0.828 3.042
F 0.802 1.438 4.255
F 1.274 -0.407 3.190
F 1.535 1.538 2.198
```

natural (NBO) population analysis, charges in e, atoms 1 to 8: number 1, C, carries -0.319; number 2, C, carries -0.099; number 3, C, carries -0.284; number 4, H, carries 0.240; number 5, C, carries -0.127; number 6, C, carries -0.335; number 7, H, carries 0.250; number 8, H, carries 0.257